C20H14N5O2ReS2 as an isolated structure at a distorted geometry. Source: the OMol25 dataset; level of theory: ωB97M-V/def2-TZVPD.

Geometry as XYZ:
```
44
C20H14N5O2ReS2 ωB97M-V/def2-TZVPD
Re 0.022 0.283 0.025
S -2.165 -0.377 0.464
C -1.985 -1.827 1.430
C -3.076 -2.676 1.570
C -2.935 -3.897 2.217
C -4.020 -4.804 2.290
N -4.890 -5.545 2.338
C -1.687 -4.254 2.769
C -0.610 -3.380 2.671
C -0.743 -2.175 1.991
S 0.667 -1.165 1.756
C -1.531 -5.518 3.391
N -1.390 -6.541 3.885
H -4.025 -2.395 1.142
H 0.347 -3.652 3.092
C 3.758 -0.234 -2.235
C 2.345 0.218 -1.999
O 1.954 0.153 -0.812
C 1.536 0.665 -3.101
C 2.086 0.752 -4.396
C 1.319 1.071 -5.487
C -0.044 1.344 -5.328
C -0.605 1.357 -4.081
C 0.149 1.024 -2.925
O -0.448 1.057 -1.788
H 4.173 -0.593 -1.295
H 4.374 0.581 -2.606
H 3.782 -1.043 -2.963
H 3.135 0.553 -4.542
H 1.762 1.093 -6.470
H -0.653 1.544 -6.195
H -1.644 1.607 -3.936
N 3.155 4.515 1.144
C 1.915 4.015 1.123
C 1.647 2.641 0.901
N 0.398 2.204 0.791
C -0.603 3.074 0.970
C -0.321 4.413 1.221
N 0.905 4.875 1.272
H 3.975 3.936 1.121
H 3.256 5.495 1.347
H 2.457 1.930 0.799
H -1.615 2.702 0.909
H -1.113 5.130 1.363
```

- HOMO-LUMO gap (spin up / spin down): 0.2104 / 0.2300 hartree
- Spin multiplicity: 2
- Total charge: +1
- Expectation value of S²: 0.826

=====

C6H13N2 as an isolated structure at a distorted geometry. Source: the OMol25 dataset; level of theory: ωB97M-V/def2-TZVPD.

Geometry as XYZ:
```
21
C6H13N2 ωB97M-V/def2-TZVPD
C -1.819 -0.889 1.154
C 2.060 -0.826 1.151
C 2.214 -0.446 -0.334
C 0.134 1.791 -0.728
C -1.809 -0.532 -1.189
C 0.084 0.810 0.458
N 1.224 0.127 0.539
N -1.310 -0.398 0.123
H -1.617 -0.615 2.226
H -2.698 -1.629 0.947
H 1.741 -1.789 1.518
H 2.541 -0.350 2.016
H 3.126 0.052 -0.595
H 1.849 -1.235 -1.045
H 0.459 2.792 -0.275
H 0.838 1.461 -1.473
H -0.826 2.014 -1.079
H -1.076 -0.662 -2.064
H -2.219 0.486 -1.608
H -2.676 -1.269 -1.175
H -0.221 1.108 1.432
```

- HOMO-LUMO gap: 0.3620 hartree
- Total charge: +1

=====

no.,DFT total energy (Eh)
1,-2069.2376
2,-345.5485